--- i ---
This record from the OMol25 dataset describes an isolated ion of composition H2NO5PS and charge -2. The level of theory is wB97M-V/def2-TZVPD.

SMILES ... N[P@](=O)([O-])S(=O)(=O)[O-]
HOMO ... -0.80 eV
Frontier orbital gap ... 7.49 eV
LUMO ... 6.69 eV

Structure (ORCA input):
```
! RIJCOSX wB97M-V def2-TZVPD def2/J DEFGRID3
* xyz -2 1
N -0.44 0.72 -0.06
O 1.26 2.12 1.22
O 3.73 -0.71 0.02
O 1.35 2.04 -1.35
O 1.61 -1.33 -1.17
O 1.65 -1.25 1.26
P 1.20 1.34 -0.03
S 2.21 -0.68 0.04
H -0.51 0.16 0.77
H -0.44 -0.01 -0.79
*
```

--- ii ---
This record from the OMol25 dataset describes a 2-piece molecular cluster, H2NO5PS overall. The level of theory is wB97M-V/def2-TZVPD.

HOMO (alpha / beta) ... -1.31 / 0.96 eV
Frontier orbital gap (alpha / beta) ... 7.61 / 3.39 eV
LUMO (alpha / beta) ... 6.29 / 4.35 eV

Structure (ORCA input):
```
! RIJCOSX wB97M-V def2-TZVPD def2/J DEFGRID3
* xyz -2 1
N 1.19 -1.31 -3.58
O -1.91 1.55 0.59
O 0.18 0.97 2.88
O 0.43 2.12 0.16
O 0.91 -1.26 2.08
O -1.39 -0.71 2.48
P -0.57 1.02 0.30
S -0.12 -0.18 2.04
H 0.45 -1.79 -3.09
H 0.82 -0.39 -3.85
*
```

Which structure above is the least stable? It is ii.